Record 1
This record from the OMol25 dataset describes C3Br2ClFO as an isolated structure at a distorted geometry. The level of theory is the ωB97M-V functional and the def2-TZVPD basis.

CARTESIAN COORDINATES (ANGSTROEM)
C  -1.022  -0.355  0.219
C  -0.872  0.746  -0.475
C  1.681  -0.820  0.428
O  2.169  -1.856  0.260
F  2.161  0.229  1.043
Cl  -2.152  -1.493  0.604
Br  -2.495  1.658  -1.240
Br  0.530  1.891  -0.840

The total charge is 0. The LUMO energy (alpha / beta) is -1.8 / -1.3 eV. For the HOMO energy (alpha / beta), the calculation gives -0.3559 / -0.3536 hartree. The total energy is -5897.46676 hartree. The value obtained for the gap between HOMO and LUMO (alpha / beta) is 0.2890 / 0.3063 Ha.



Record 2
This record from the OMol25 dataset describes a 2-piece molecular cluster, C3BrF5O overall at a distorted geometry. The level of theory is the ωB97M-V functional and the def2-TZVPD basis.

CARTESIAN COORDINATES (ANGSTROEM)
C  0.178  0.485  -1.945
C  1.401  0.816  -1.218
C  -1.233  -1.010  1.437
O  0.668  1.696  -1.994
F  1.450  1.086  0.089
F  2.620  0.509  -1.654
F  -2.164  -0.921  2.362
F  -1.203  -2.227  0.953
F  -0.069  -0.711  1.965
Br  -1.647  0.277  0.004

The total charge is 0. The LUMO energy is -0.1 eV. For the HOMO energy, the calculation gives -0.3713 hartree. The total energy is -3262.77161 hartree. The value obtained for the gap between HOMO and LUMO is 0.3682 Ha.



Record 3
This record from the OMol25 dataset describes a 2-piece molecular cluster, C3BrFN2 overall at a distorted geometry. The level of theory is the ωB97M-V functional and the def2-TZVPD basis.

CARTESIAN COORDINATES (ANGSTROEM)
C  0.089  1.326  -0.343
C  0.108  -1.185  -0.316
C  -0.489  0.055  -0.136
N  0.486  2.387  -0.545
N  0.314  -2.345  -0.281
F  -0.374  0.072  2.401
Br  -2.435  -0.042  -0.215

The total charge is 0. The LUMO energy (alpha / beta) is -4.7 / -4.7 eV. For the HOMO energy (alpha / beta), the calculation gives -0.4091 / -0.4093 hartree. The total energy is -2897.49814 hartree. The value obtained for the gap between HOMO and LUMO (alpha / beta) is 0.2371 / 0.2372 Ha.



Record 4
This record from the OMol25 dataset describes one molecule with the formula C3Cl2F2 at a distorted geometry. The level of theory is the ωB97M-V functional and the def2-TZVPD basis.

CARTESIAN COORDINATES (ANGSTROEM)
C  0.959  0.539  -1.234
C  -1.247  -0.856  0.845
C  0.206  -0.293  0.018
F  0.721  -1.524  -0.116
F  0.927  0.213  0.998
Cl  0.393  1.939  -1.680
Cl  -1.830  0.326  1.914

The total charge is 0. The LUMO energy is -1.5 eV. For the HOMO energy, the calculation gives -0.3308 hartree. The total energy is -1234.12583 hartree. The value obtained for the gap between HOMO and LUMO is 0.2754 Ha.



Record 5
This record from the OMol25 dataset describes a 2-piece molecular cluster, C3Cl6S overall at a distorted geometry. The level of theory is the ωB97M-V functional and the def2-TZVPD basis.

CARTESIAN COORDINATES (ANGSTROEM)
C  1.142  0.786  0.156
C  1.941  -0.378  0.048
C  -2.920  -0.282  0.298
S  2.275  0.715  1.495
Cl  1.137  2.049  -1.028
Cl  3.311  -0.460  -1.098
Cl  1.275  -1.976  0.205
Cl  -3.114  -1.645  -0.708
Cl  -1.180  0.075  0.654
Cl  -3.867  1.115  -0.021

The total charge is 0. The LUMO energy (alpha / beta) is -1.8 / -1.1 eV. For the HOMO energy (alpha / beta), the calculation gives -0.3273 / -0.3243 hartree. The total energy is -3273.49129 hartree. The value obtained for the gap between HOMO and LUMO (alpha / beta) is 0.2602 / 0.2843 Ha.



Record 6
This record from the OMol25 dataset describes C3EuO as an isolated structure at a distorted geometry. The level of theory is the ωB97M-V functional and the def2-TZVPD basis.

CARTESIAN COORDINATES (ANGSTROEM)
C  -1.075  0.880  -0.081
C  -0.624  -0.776  0.082
O  -1.873  -0.251  -0.071
C  0.453  -0.002  -0.015
Eu  3.119  0.148  0.085

As for the spin multiplicity: 9. The total charge is +1. The LUMO energy (alpha / beta) is -6.4 / -6.2 eV. For the HOMO energy (alpha / beta), the calculation gives -0.3579 / -0.4585 hartree. The total energy is -899.28564 hartree. The value obtained for the gap between HOMO and LUMO (alpha / beta) is 0.1244 / 0.2314 Ha.



Record 7
This record from the OMol25 dataset describes an isolated ion of composition C3F10N and charge +1 at a distorted geometry. The level of theory is the ωB97M-V functional and the def2-TZVPD basis.

CARTESIAN COORDINATES (ANGSTROEM)
F  -1.641  -1.787  0.695
C  -1.378  -0.789  -0.137
F  -2.321  0.072  -0.064
F  -1.173  -1.258  -1.358
N  -0.098  -0.090  0.309
F  -0.112  -0.093  1.700
C  1.247  -0.744  -0.043
F  1.604  -0.451  -1.295
F  2.185  -0.281  0.717
F  1.183  -2.030  0.124
C  0.048  1.642  -0.116
F  1.349  1.746  -0.176
F  -0.527  1.806  -1.224
F  -0.365  2.258  0.867

The total charge is +1. The LUMO energy is -5.0 eV. The structure (SMILES) is FC(F)(F)[N+](F)(C(F)(F)F)C(F)(F)F. For the HOMO energy, the calculation gives -0.7241 hartree. The total energy is -1167.32610 hartree. The value obtained for the gap between HOMO and LUMO is 0.5416 Ha.



Record 8
This record from the OMol25 dataset describes a 2-piece molecular cluster, C3F4O2 overall at a distorted geometry. The level of theory is the ωB97M-V functional and the def2-TZVPD basis.

CARTESIAN COORDINATES (ANGSTROEM)
C  -0.683  -0.923  -0.980
C  2.107  0.060  0.714
C  -1.363  0.275  -0.424
O  -1.063  -2.041  -1.070
O  2.904  -0.618  1.187
F  2.030  1.352  0.650
F  -0.466  0.938  0.391
F  -1.767  1.071  -1.472
F  -2.462  0.019  0.411

The total charge is 0. The LUMO energy (alpha / beta) is -1.3 / -1.3 eV. For the HOMO energy (alpha / beta), the calculation gives -0.3681 / -0.3637 hartree. The total energy is -664.12201 hartree. The value obtained for the gap between HOMO and LUMO (alpha / beta) is 0.3192 / 0.3147 Ha.



Record 9
This record from the OMol25 dataset describes C3F5I as an isolated structure at a distorted geometry. The level of theory is the ωB97M-V functional and the def2-TZVPD basis.

CARTESIAN COORDINATES (ANGSTROEM)
C  0.694  0.451  0.071
C  -0.721  0.069  -0.350
C  -0.033  -0.651  0.752
F  0.926  1.554  0.788
F  1.683  0.245  -0.786
F  -1.772  0.832  -0.039
F  -0.885  -0.470  -1.553
F  0.428  -2.303  0.450
I  -0.623  -0.605  2.726

The total charge is 0. The LUMO energy is -1.0 eV. For the HOMO energy, the calculation gives -0.3940 hartree. The total energy is -911.21508 hartree. The value obtained for the gap between HOMO and LUMO is 0.3558 Ha.



Record 10
This record from the OMol25 dataset describes one molecule with the formula C3F6O2 at a distorted geometry. The level of theory is the ωB97M-V functional and the def2-TZVPD basis.

CARTESIAN COORDINATES (ANGSTROEM)
F  2.976  0.643  0.409
O  2.244  0.223  -0.704
C  1.125  -0.358  -0.256
F  0.914  -1.612  -0.654
O  0.703  -0.122  1.066
C  -0.120  0.387  0.119
F  -0.095  1.752  0.058
C  -1.580  -0.141  0.007
F  -1.923  -0.966  1.011
F  -2.404  0.918  0.147
F  -1.839  -0.724  -1.204

The total charge is 0. The LUMO energy is -0.4 eV. The structure (SMILES) is FO[C@@]1(F)O[C@]1(F)C(F)(F)F. For the HOMO energy, the calculation gives -0.4429 hartree. The total energy is -863.82266 hartree. The value obtained for the gap between HOMO and LUMO is 0.4272 Ha.



Record 11
This record from the OMol25 dataset describes C3F6O3P as an isolated structure at a distorted geometry. The level of theory is the ωB97M-V functional and the def2-TZVPD basis.

CARTESIAN COORDINATES (ANGSTROEM)
C  2.005  -1.086  0.198
C  -0.901  -0.966  0.078
C  -0.586  1.772  -0.313
O  2.809  -1.394  0.976
O  1.341  0.167  0.406
O  1.448  -1.640  -0.807
F  -0.455  -1.850  0.934
F  -1.825  -0.225  0.763
F  -1.698  -1.696  -0.789
F  0.111  2.808  -0.828
F  -1.866  1.988  -0.816
F  -0.667  1.987  1.040
P  0.283  0.137  -0.842

The total charge is -1. The LUMO energy is 3.9 eV. For the HOMO energy, the calculation gives -0.1958 hartree. The total energy is -1280.72230 hartree. The value obtained for the gap between HOMO and LUMO is 0.3404 Ha.



Record 12
This record from the OMol25 dataset describes C3GaO4 as an isolated structure at a distorted geometry. The level of theory is the ωB97M-V functional and the def2-TZVPD basis.

CARTESIAN COORDINATES (ANGSTROEM)
C  -3.216  -0.244  0.348
C  -1.992  0.275  0.403
O  -1.898  -1.184  -0.265
O  -1.477  1.324  -0.269
O  1.724  -0.057  -0.034
C  2.890  -0.109  0.002
O  4.027  -0.208  0.083
Ga  -0.058  0.203  -0.269

The total charge is +1. The LUMO energy (alpha / beta) is -7.4 / -7.6 eV. For the HOMO energy (alpha / beta), the calculation gives -0.5011 / -0.4803 hartree. The total energy is -2339.44399 hartree. The value obtained for the gap between HOMO and LUMO (alpha / beta) is 0.2274 / 0.2016 Ha.



Record 13
This record from the OMol25 dataset describes a 2-piece molecular cluster, C3H10 overall. The level of theory is the ωB97M-V functional and the def2-TZVPD basis.

CARTESIAN COORDINATES (ANGSTROEM)
C  -1.962  -0.035  1.581
H  -1.984  -0.397  0.545
H  -1.182  0.716  1.579
H  -2.987  0.218  1.866
H  -1.661  -0.830  2.270
C  1.876  0.178  -0.612
C  0.594  -0.108  -1.381
H  2.709  0.546  -1.226
H  1.696  0.996  0.089
H  2.213  -0.678  -0.021
H  -0.258  0.019  -0.717
H  0.511  -1.142  -1.715
H  0.434  0.517  -2.258

As for the spin multiplicity: 2. The total charge is -1. The LUMO energy (alpha / beta) is 4.4 / 4.4 eV. For the HOMO energy (alpha / beta), the calculation gives 0.0555 / -0.2958 hartree. The total energy is -120.22160 hartree. The value obtained for the gap between HOMO and LUMO (alpha / beta) is 0.1063 / 0.4559 Ha.



Record 14
This record from the OMol25 dataset describes C3H10AlINaO2P as an isolated structure at a distorted geometry. The level of theory is the ωB97M-V functional and the def2-TZVPD basis.

CARTESIAN COORDINATES (ANGSTROEM)
C  -1.335  -1.378  0.854
C  -1.970  -0.148  0.215
O  -3.189  0.067  0.958
C  -1.089  1.090  0.195
Al  0.902  0.986  0.060
P  1.650  -0.984  -1.195
O  3.291  -0.758  -0.644
I  2.326  0.076  -3.310
H  -0.733  -1.943  0.140
H  -2.109  -2.046  1.231
H  -0.702  -1.081  1.694
H  -2.260  -0.393  -0.816
H  -3.462  0.973  0.775
H  -1.256  1.613  1.148
H  -1.418  1.768  -0.601
H  1.673  0.735  1.473
H  1.551  2.243  -0.722
H  3.318  -0.874  0.318
Na  4.811  0.053  -1.773

The total charge is 0. The LUMO energy is -1.3 eV. For the HOMO energy, the calculation gives -0.2852 hartree. The total energy is -1314.57797 hartree. The value obtained for the gap between HOMO and LUMO is 0.2360 Ha.



Record 15
This record from the OMol25 dataset describes a 2-piece molecular cluster, C3H10BINO6P overall at a distorted geometry. The level of theory is the ωB97M-V functional and the def2-TZVPD basis.

CARTESIAN COORDINATES (ANGSTROEM)
C  -0.285  -1.160  -0.141
O  0.156  0.003  0.593
P  -0.936  1.045  1.133
O  -0.232  1.912  2.080
O  -1.878  -0.058  1.857
C  -1.702  -0.291  3.256
O  -2.197  1.863  0.547
C  -2.178  2.283  -0.834
H  0.417  -1.352  -0.943
H  -0.274  -2.027  0.517
H  -1.282  -1.026  -0.555
H  -0.695  -0.038  3.582
H  -1.879  -1.349  3.445
H  -2.428  0.298  3.815
H  -2.135  1.422  -1.502
H  -1.329  2.942  -1.023
H  -3.099  2.826  -1.023
O  2.473  -2.600  -2.859
N  2.219  -1.580  -2.399
O  3.054  -0.538  -3.059
B  4.344  -0.817  -2.623
I  4.676  -0.558  -0.513
H  5.191  -1.201  -3.353

The total charge is 0. The LUMO energy is -1.2 eV. The structure (SMILES) is COP(=O)(OC)OC.O=NOBI. For the HOMO energy, the calculation gives -0.3657 hartree. The total energy is -1290.37029 hartree. The value obtained for the gap between HOMO and LUMO is 0.3226 Ha.



Record 16
This record from the OMol25 dataset describes C3H10BrPSr as an isolated structure at a distorted geometry. The level of theory is the ωB97M-V functional and the def2-TZVPD basis.

CARTESIAN COORDINATES (ANGSTROEM)
C  -0.347  -1.395  1.044
C  0.170  -0.044  0.718
Br  0.148  1.031  2.653
C  -0.543  0.715  -0.249
P  0.145  0.309  -2.177
H  -1.210  -1.353  1.684
H  -0.679  -1.818  0.106
H  0.398  -2.052  1.450
H  1.233  -0.065  0.533
H  -1.581  0.419  -0.223
H  -0.463  1.776  -0.101
H  -1.190  0.381  -2.565
H  0.704  -0.896  -1.730
H  0.898  1.479  -2.089
H  0.590  0.060  -3.519
Sr  1.726  1.452  4.464

The total charge is +2. The LUMO energy is -8.6 eV. For the HOMO energy, the calculation gives -0.5491 hartree. The total energy is -3065.66079 hartree. The value obtained for the gap between HOMO and LUMO is 0.2321 Ha.



Record 17
This record from the OMol25 dataset describes a 2-piece molecular cluster, C3H10FN3 overall at a distorted geometry. The level of theory is the ωB97M-V functional and the def2-TZVPD basis.

CARTESIAN COORDINATES (ANGSTROEM)
C  0.351  2.743  0.941
C  -0.812  -2.718  -1.036
C  0.506  1.589  -0.017
N  -0.675  -1.739  -0.021
N  -0.229  0.417  0.494
N  -0.219  -0.609  -0.384
F  1.489  -1.242  -0.830
H  1.015  2.780  1.796
H  0.569  3.613  0.372
H  -0.591  2.774  1.428
H  0.257  -3.232  -1.248
H  -1.717  -3.307  -0.842
H  -0.984  -2.224  -1.971
H  0.137  1.807  -1.079
H  1.492  1.144  -0.138
H  -0.416  -2.104  1.002
H  -0.174  0.307  1.533

The total charge is 0. The LUMO energy is 0.9 eV. For the HOMO energy, the calculation gives -0.3344 hartree. The total energy is -384.28070 hartree. The value obtained for the gap between HOMO and LUMO is 0.3682 Ha.



Record 18
This record from the OMol25 dataset describes C3H10GaMgS2 as an isolated structure at a distorted geometry. The level of theory is the ωB97M-V functional and the def2-TZVPD basis.

CARTESIAN COORDINATES (ANGSTROEM)
C  3.068  -0.632  0.120
C  1.786  -0.204  -0.841
S  0.644  0.935  0.120
C  -0.847  0.031  0.806
Ga  -2.564  0.366  -0.369
S  -3.887  -1.517  -0.476
H  4.086  -0.165  -0.272
H  2.858  -0.182  1.193
H  3.205  -1.796  0.217
H  1.235  -1.142  -1.320
H  2.262  0.432  -1.732
H  -0.673  -1.110  1.032
H  -1.115  0.526  1.857
H  -2.079  0.910  -1.792
H  -3.421  1.573  0.303
H  -5.179  -1.186  -0.030
Mg  0.621  3.162  1.185

The total charge is +1. The LUMO energy is -8.1 eV. For the HOMO energy, the calculation gives -0.4003 hartree. The total energy is -3041.07137 hartree. The value obtained for the gap between HOMO and LUMO is 0.1023 Ha.